15
Properties=species:S:1:pos:R:3 method="wB97M-V/def2-TZVPD" max_force_ev_per_a=0.55 total_energy_ev=-6817.9269 smiles="C1=NC1.C=CC" charge=0 multiplicity=1 relative_energy_ev=3.068
C 1.682 -0.136 -1.073
N 1.402 -1.353 -0.985
C 2.390 -0.775 0.014
H 1.426 0.724 -1.681
H 2.047 -0.679 1.045
H 3.428 -1.081 -0.099
C -2.263 -0.404 -0.433
C -1.275 -0.164 0.423
C -0.777 1.203 0.796
H -2.579 -1.417 -0.669
H -2.791 0.403 -0.938
H -0.772 -1.007 0.898
H -1.267 1.980 0.200
H -0.960 1.416 1.856
H 0.308 1.289 0.646

10
Properties=species:S:1:pos:R:3 method="wB97M-V/def2-TZVPD" max_force_ev_per_a=3.08 total_energy_ev=-19446.4143 charge=0 multiplicity=1 relative_energy_ev=5.043
C -0.845 0.655 0.731
C -0.253 1.038 -0.528
C -1.280 -0.517 0.160
C -0.773 -0.185 -1.212
F -2.074 -1.439 0.601
Cl -2.145 0.258 -2.190
H -0.963 0.979 1.737
H 0.090 1.860 -1.062
H 1.018 -1.855 1.286
H -0.094 -0.827 -1.611

16
Properties=species:S:1:pos:R:3 method="wB97M-V/def2-TZVPD" max_force_ev_per_a=0.31 total_energy_ev=-7393.6099 smiles=CC[C@H]1O[C@H]1C charge=0 multiplicity=1 relative_energy_ev=1.155
C 1.731 0.488 -0.842
C 0.748 0.971 0.225
C 0.253 -0.176 1.074
O -0.954 0.008 1.797
C -0.960 -0.922 0.715
C -1.803 -0.564 -0.496
H 2.630 0.050 -0.392
H 2.049 1.313 -1.487
H 1.272 -0.279 -1.477
H 1.221 1.726 0.866
H -0.115 1.456 -0.243
H 1.030 -0.702 1.637
H -1.032 -1.963 1.036
H -1.184 -0.386 -1.384
H -2.378 0.344 -0.290
H -2.507 -1.366 -0.738